The following is a quantum chemistry calculation of a 11-piece molecular cluster, C43H46FN13O9P2S2 overall at a distorted geometry, from OMol25.

Last column: Löwdin charge in e.
Positions of all 116 atoms, in Å:
C 5.809 -0.514 -0.294  0.006
C 4.918 -0.341 0.950  -0.464
O 5.335 0.377 1.820  0.090
N 3.666 -1.074 1.045  -0.057
C 3.590 -1.524 2.494  -0.019
C 2.522 -0.229 0.862  -0.184
C 2.590 1.170 0.945  0.083
C 1.455 1.992 0.810  -0.081
C 1.514 3.484 0.930  -0.183
C 1.626 4.315 -0.200  -0.007
C 1.688 5.700 0.021  -0.144
N 1.650 6.329 1.198  -0.024
C 1.513 5.497 2.244  -0.174
C 1.436 4.108 2.206  -0.006
C 0.221 1.343 0.585  -0.007
C 0.138 -0.057 0.460  -0.027
C 1.278 -0.880 0.589  -0.098
S 1.083 -2.656 0.407  0.675
O 0.148 -3.103 1.388  -0.253
O 0.696 -2.985 -0.920  -0.232
F 2.447 -3.413 0.684  -0.148
C -1.291 -0.587 0.214  -0.305
O -1.555 -1.438 -0.578  0.114
C -2.355 0.125 1.051  -0.085
C -3.415 -0.566 1.704  -0.382
P -3.508 -2.406 1.512  0.904
P -5.303 -2.978 0.391  0.458
O -5.306 -4.539 0.152  -0.428
O -5.255 -2.138 -1.055  -0.217
O -6.607 -2.458 1.289  -0.219
C -4.306 0.207 2.475  -0.017
C -4.186 1.597 2.630  -0.181
N -5.118 2.301 3.474  0.111
C -5.821 3.111 2.894  -0.768
S -6.757 4.156 2.213  0.783
C -3.149 2.285 1.971  -0.192
O -2.938 3.630 2.067  0.068
C -2.255 1.528 1.198  -0.003
C -1.071 2.164 0.478  -0.246
O -1.160 3.187 -0.140  0.155
H 5.998 0.448 -0.782  0.073
H 6.770 -0.882 0.108  0.092
H 5.448 -1.298 -0.969  0.082
H 3.286 -0.631 3.074  0.103
H 4.575 -1.804 2.883  0.102
H 2.809 -2.273 2.654  0.080
H 3.531 1.695 1.124  0.127
H 1.680 3.885 -1.200  0.121
H 1.798 6.337 -0.868  0.112
H 1.466 5.967 3.236  0.105
H 1.322 3.490 3.101  0.106
H -3.621 -2.897 2.843  -0.054
H -5.362 -1.196 -0.813  0.010
H -6.835 -1.562 0.985  0.036
H -5.123 -0.298 3.002  0.121
H -3.015 3.901 2.993  0.130
C -4.818 -8.855 -0.716  -0.093
C -5.053 -7.410 -0.598  -0.179
N -5.224 -6.273 -0.506  0.080
H -5.617 -9.405 -0.224  0.076
H -4.789 -9.136 -1.764  0.023
H -3.868 -9.115 -0.252  0.063
C 8.899 1.707 -1.984  -0.080
C 8.411 0.390 -2.410  -0.286
N 8.040 -0.638 -2.753  0.133
H 9.447 2.178 -2.794  0.044
H 8.058 2.341 -1.706  0.080
H 9.560 1.598 -1.127  0.080
C 3.327 6.461 6.488  -0.065
C 2.851 5.163 6.007  -0.277
N 2.479 4.151 5.619  0.135
H 3.903 6.949 5.704  0.047
H 2.482 7.094 6.758  0.082
H 3.960 6.322 7.362  0.086
C 5.072 4.743 2.732  -0.059
C 5.570 5.824 3.590  -0.266
N 5.960 6.667 4.262  0.131
H 4.531 4.014 3.334  0.071
H 4.398 5.151 1.978  0.068
H 5.907 4.250 2.237  0.082
C -6.892 -3.541 -3.477  -0.070
C -7.417 -4.829 -3.945  -0.278
N -7.827 -5.832 -4.314  0.116
H -6.284 -3.085 -4.258  0.080
H -7.716 -2.872 -3.233  0.080
H -6.280 -3.681 -2.594  0.047
C -6.109 1.367 -3.239  -0.047
C -6.513 0.962 -1.890  -0.251
N -6.828 0.646 -0.835  0.151
H -6.663 0.792 -3.978  0.086
H -6.314 2.426 -3.383  0.086
H -5.043 1.188 -3.373  0.088
C -5.784 -10.159 -5.231  -0.064
C -6.155 -10.523 -3.861  -0.273
N -6.445 -10.802 -2.790  0.142
H -6.330 -10.779 -5.939  0.079
H -6.026 -9.112 -5.411  0.080
H -4.715 -10.309 -5.374  0.078
C -0.792 -8.408 -2.312  -0.059
C -1.747 -9.522 -2.295  -0.273
N -2.496 -10.388 -2.283  0.141
H -1.328 -7.461 -2.361  0.085
H -0.187 -8.427 -1.407  0.082
H -0.139 -8.494 -3.179  0.080
C 12.056 4.334 -4.745  -0.062
C 11.728 3.929 -3.374  -0.264
N 11.472 3.613 -2.304  0.139
H 11.501 3.722 -5.454  0.082
H 11.793 5.380 -4.894  0.083
H 13.122 4.206 -4.922  0.083
C -2.424 7.295 0.446  -0.052
C -1.088 7.350 1.049  -0.185
N -0.031 7.394 1.505  0.139
H -2.881 6.326 0.649  0.071
H -3.051 8.080 0.866  0.079
H -2.351 7.435 -0.631  0.082

Summary:
E_HOMO ... -8.15 eV
Lowest unoccupied orbital energy ... -1.1 eV
Frontier orbital gap ... 7.1 eV
E ... -4633.86466 a.u.
Max |F| ... 10.4 eV Å⁻¹